Entry 1:
The following is a DFT calculation (ωB97M-V with the def2-TZVPD basis set) of an isolated ion of composition C6H14NOS and charge +1 at a distorted geometry.

The LUMO energy (spin up / spin down) comes out at -3.42 / -3.33 eV. The calculation puts the HOMO energy (spin up / spin down) at -11.12 / -11.66 eV. The total energy comes out at -20812.6037 eV. As for the total charge: +1. The value obtained for the energy above the lowest of the compared OMol25 structures with the same formula, charge and spin is 2.447 eV. The HOMO-LUMO gap (spin up / spin down) comes out at 7.69 / 8.34 eV. The value obtained for the maximum force is 1.926 eV Å⁻¹.

CARTESIAN COORDINATES (ANGSTROEM)
C 1.2678 -0.5753 -0.8332
C 1.6461 0.7192 -1.5374
C 0.2212 2.4319 -0.0425
C -0.3773 0.0919 0.8944
C -1.7907 0.1906 1.3697
C -0.6042 -2.0690 -0.2998
N -0.1577 -0.6538 -0.3852
O 0.5886 -0.2955 1.7908
S 1.8590 2.1319 -0.3835
H 1.4423 -1.4018 -1.5256
H 1.8970 -0.7154 0.0483
H 2.6226 0.5836 -2.0011
H 0.9230 0.9937 -2.3052
H -0.5021 2.3716 -0.8365
H 0.0244 3.1130 0.7617
H -2.1304 -0.7210 1.8739
H -2.4712 0.4096 0.5511
H -1.8687 1.0076 2.0852
H -0.3720 -2.5955 -1.2232
H -0.0908 -2.5502 0.5299
H -1.6786 -2.1132 -0.1356
H -0.7391 -0.1920 -1.0932
H 0.2906 -0.1621 2.6969

Atoms 1-6, force components in eV/Å:
C 0.8 0.1 -0.3
C 0.0 0.5 0.7
C -0.3 -1.8 0.6
C 0.4 1.6 0.0
C 0.2 -0.2 0.0
C -0.2 -0.7 0.2

***

Entry 2:
The following is a DFT calculation (ωB97M-V with the def2-TZVPD basis set) of an isolated ion of composition C6H14NS and charge -1 at a distorted geometry.

The LUMO energy comes out at 3.66 eV. The calculation puts the HOMO energy at -2.37 eV. The total energy comes out at -18774.6221 eV. As for the total charge: -1. The value obtained for the energy above the lowest of the compared OMol25 structures with the same formula, charge and spin is 0.563 eV. The HOMO-LUMO gap comes out at 6.03 eV. The value obtained for the maximum force is 1.469 eV Å⁻¹. The structure (SMILES) is CCCCNCC[S-].

CARTESIAN COORDINATES (ANGSTROEM)
C -0.8431 0.3997 0.3417
N -0.5101 -0.0907 1.7117
C 0.2821 0.8095 2.5501
C 1.8062 0.8018 2.4740
S 2.5700 0.5856 0.8467
C -0.2791 -0.4100 -0.7984
C -0.3652 -1.0904 -3.1954
C -1.1473 -0.4215 -2.0590
H -1.9406 0.4570 0.2756
H -0.5040 1.4373 0.3116
H 0.0015 -0.9480 1.5487
H -0.0651 1.8204 2.3736
H -0.0271 0.5709 3.5804
H 2.0970 1.7369 2.9713
H 2.2881 0.1196 3.1883
H 0.7124 -0.0052 -1.0243
H -0.0375 -1.4553 -0.5657
H -1.0260 -1.5052 -3.9680
H 0.0879 -2.0055 -2.8123
H 0.3385 -0.3784 -3.5926
H -2.0098 -1.0111 -1.7955
H -1.4287 0.5826 -2.3625

Atoms 1-6, force components in eV/Å:
C -0.4 0.3 1.4
N 0.0 -0.2 -1.0
C -0.4 -0.6 0.5
C 0.7 0.2 0.6
S 0.0 0.2 0.0
C 0.8 0.4 -0.8

***

Entry 3:
The following is a DFT calculation (ωB97M-V with the def2-TZVPD basis set) of an isolated ion of composition C6H14NS and charge -1 at a distorted geometry.

The LUMO energy comes out at 3.48 eV. The calculation puts the HOMO energy at -2.26 eV. The total energy comes out at -18774.5826 eV. As for the total charge: -1. The value obtained for the energy above the lowest of the compared OMol25 structures with the same formula, charge and spin is 0.602 eV. The HOMO-LUMO gap comes out at 5.74 eV. The value obtained for the maximum force is 2.477 eV Å⁻¹. The structure (SMILES) is CCCNCCC[S-].

CARTESIAN COORDINATES (ANGSTROEM)
C -0.6042 -1.5140 1.7433
C -0.1017 -2.9403 1.7234
S -0.0437 -3.7400 0.0613
C 0.2496 -0.4955 1.0551
N -0.5840 0.7538 0.8516
C -0.0784 1.6598 -0.1807
C -0.0781 1.1309 -1.6259
C 0.7248 2.0577 -2.5602
H -1.6151 -1.4888 1.2998
H -0.8291 -1.1592 2.7592
H 0.9764 -2.8590 1.9899
H -0.4508 -3.5337 2.5728
H 0.5789 -0.7562 0.0537
H 1.0877 -0.1354 1.6550
H -1.5180 0.4921 0.5863
H -0.6741 2.5786 -0.0904
H 0.9182 1.9769 0.1284
H 0.3515 0.1291 -1.5695
H -1.0728 0.9885 -2.0411
H 1.2029 2.8649 -2.0151
H 1.5326 1.5500 -3.0901
H 0.0277 2.4397 -3.3068

Atoms 1-6, force components in eV/Å:
C -1.4 -0.2 0.3
C 2.3 0.0 -0.1
S -0.5 0.1 0.4
C -0.9 2.2 -0.8
N 0.5 0.0 0.1
C -0.7 0.0 0.5

***

Entry 4:
The following is a DFT calculation (ωB97M-V with the def2-TZVPD basis set) of a 2-piece molecular cluster, C6H14NS overall.

The LUMO energy comes out at -4.99 eV. The calculation puts the HOMO energy at -13.24 eV. The total energy comes out at -18766.5960 eV. As for the total charge: +1. The value obtained for the energy above the lowest of the compared OMol25 structures with the same formula, charge and spin is 1.491 eV. The HOMO-LUMO gap comes out at 8.25 eV. The value obtained for the maximum force is 0.691 eV Å⁻¹.

CARTESIAN COORDINATES (ANGSTROEM)
C 0.1600 2.9644 0.2100
C 1.4475 2.8911 -0.0992
C -1.8411 1.7823 0.6204
N -0.7320 1.8704 0.0078
H -0.2861 3.8030 0.7239
H 1.8839 2.0028 -0.5222
H 2.0617 3.7623 0.0681
H -2.5135 0.9718 0.3710
H -2.1263 2.5141 1.3651
H -0.4402 1.1378 -0.6990
C -0.0613 -2.9338 1.0850
C -0.0963 -1.6482 0.2425
C 0.3236 -1.8791 -1.1933
S 0.3630 -0.3462 -2.2114
H -0.7265 -2.8607 1.9432
H 0.9358 -3.1099 1.4815
H -0.4063 -3.7864 0.5080
H -1.1132 -1.2501 0.2893
H 0.5839 -0.9224 0.7033
H -0.3876 -2.5573 -1.6644
H 1.3180 -2.3088 -1.2756
H 1.6530 -0.0972 -1.9539

Atoms 1-6, force components in eV/Å:
C 0.5 -0.1 0.3
C -0.6 0.2 0.0
C -0.3 -0.4 -0.3
N 0.2 0.2 -0.1
H -0.1 0.1 -0.1
H 0.1 -0.1 -0.2

***

Entry 5:
The following is a DFT calculation (ωB97M-V with the def2-TZVPD basis set) of an isolated molecule of C6H14O.

The LUMO energy comes out at 0.97 eV. The calculation puts the HOMO energy at -10.24 eV. The total energy comes out at -8496.6231 eV. As for the total charge: 0. The value obtained for the energy above the lowest of the compared OMol25 structures with the same formula, charge and spin is 0.269 eV. The HOMO-LUMO gap comes out at 11.21 eV. The value obtained for the maximum force is 0.880 eV Å⁻¹. The structure (SMILES) is CC(C)C[C@@H](C)O.

CARTESIAN COORDINATES (ANGSTROEM)
C 1.5619 0.9514 -0.8485
C 1.0315 0.4869 0.5027
C 2.1564 -0.3037 1.2199
C -0.1978 -0.4094 0.4186
C -1.3288 -0.0155 -0.4884
C -2.5109 -0.9666 -0.4284
O -1.7244 1.2810 -0.1075
H 2.4966 1.5090 -0.7227
H 0.8568 1.6005 -1.3710
H 1.7842 0.0949 -1.4967
H 0.7791 1.3621 1.1054
H 3.0235 0.3444 1.3839
H 2.5053 -1.1675 0.6298
H 1.8254 -0.6949 2.1889
H -0.6137 -0.5924 1.4183
H 0.2532 -1.3271 0.0276
H -0.9359 0.0110 -1.5118
H -2.9416 -0.9971 0.5755
H -2.2067 -1.9760 -0.7029
H -3.3194 -0.6767 -1.1099
H -2.4656 1.4797 -0.6878

Atoms 1-6, force components in eV/Å:
C -0.1 0.0 -0.2
C 0.5 0.0 0.4
C -0.2 0.2 0.0
C 0.5 -0.7 0.0
C 0.3 -0.1 -0.2
C -0.1 -0.3 0.0

***

Entry 6:
The following is a DFT calculation (ωB97M-V with the def2-TZVPD basis set) of a 2-piece molecular cluster, C6H14O overall at a distorted geometry.

The LUMO energy comes out at 0.82 eV. The calculation puts the HOMO energy at -8.91 eV. The total energy comes out at -8495.3564 eV. As for the total charge: 0. The value obtained for the energy above the lowest of the compared OMol25 structures with the same formula, charge and spin is 1.536 eV. The HOMO-LUMO gap comes out at 9.73 eV. The value obtained for the maximum force is 1.728 eV Å⁻¹. The structure (SMILES) is C=C(C)CCC.O.

CARTESIAN COORDINATES (ANGSTROEM)
C 0.9351 0.9729 -2.9128
C 1.0912 1.0649 -1.3929
C 1.2368 -0.3131 -0.7205
C 0.3013 -0.4545 0.4801
C 0.6446 0.0982 1.6383
C -0.8189 -1.4807 0.3622
H 1.8187 0.5004 -3.3598
H 0.9107 1.9643 -3.3584
H 0.1152 0.3013 -3.1500
H 1.9133 1.7552 -1.2046
H 0.2017 1.5694 -1.0081
H 0.9484 -1.0816 -1.4336
H 2.2411 -0.4049 -0.3286
H 0.1153 -0.0694 2.5680
H 1.5761 0.6558 1.7068
H -0.8659 -1.6941 -0.7006
H -0.7250 -2.3014 1.0695
H -1.7827 -1.0481 0.6670
H -2.4129 -0.7646 2.5544
H -2.9733 0.6761 2.9420
O -2.6715 0.1051 2.2323

Atoms 1-6, force components in eV/Å:
C 1.0 -0.5 0.2
C -0.5 0.4 -0.7
C -1.0 1.0 0.6
C 0.6 -1.0 0.7
C 0.3 0.0 0.0
C -0.5 1.6 0.1

***

Entry 7:
The following is a DFT calculation (ωB97M-V with the def2-TZVPD basis set) of an isolated molecule of C6H14O at a distorted geometry.

The LUMO energy comes out at 0.96 eV. The calculation puts the HOMO energy at -9.58 eV. The total energy comes out at -8494.7531 eV. As for the total charge: 0. The value obtained for the energy above the lowest of the compared OMol25 structures with the same formula, charge and spin is 2.139 eV. The HOMO-LUMO gap comes out at 10.54 eV. The value obtained for the maximum force is 3.391 eV Å⁻¹. The structure (SMILES) is CC(C)C[C@@H](C)O.

CARTESIAN COORDINATES (ANGSTROEM)
C -1.4687 -1.0487 -0.8574
C -1.0829 -0.4719 0.4739
C -2.2684 0.7994 0.7214
C 0.2901 0.1263 0.6368
C 1.3743 -0.0450 -0.3389
C 2.6265 0.7188 -0.0259
O 1.6470 -1.4123 -0.4240
H -2.5242 -1.3285 -0.8609
H -0.8766 -1.9251 -1.1059
H -1.3317 -0.3188 -1.6602
H -1.2661 -1.1441 1.2955
H -3.2321 0.2930 0.8155
H -2.3416 1.5122 -0.1316
H -2.0837 1.4082 1.6273
H 0.6626 0.1784 1.6621
H -0.3388 1.0098 0.3474
H 0.9644 0.2805 -1.2969
H 3.0632 0.4064 0.9221
H 2.4105 1.7792 0.0449
H 3.4240 0.6105 -0.7664
H 2.3522 -1.4284 -1.0789

Atoms 1-6, force components in eV/Å:
C 0.1 -0.3 -0.4
C -3.1 0.7 1.0
C 1.1 -1.6 0.0
C -1.7 2.8 0.0
C -0.5 -0.1 -0.7
C 0.5 0.6 0.3

***

Entry 8:
The following is a DFT calculation (ωB97M-V with the def2-TZVPD basis set) of an isolated molecule of C6H14O at a distorted geometry.

The LUMO energy comes out at 0.99 eV. The calculation puts the HOMO energy at -10.08 eV. The total energy comes out at -8496.0996 eV. As for the total charge: 0. The value obtained for the energy above the lowest of the compared OMol25 structures with the same formula, charge and spin is 0.793 eV. The HOMO-LUMO gap comes out at 11.07 eV. The value obtained for the maximum force is 1.571 eV Å⁻¹. The structure (SMILES) is CC(C)CCCO.

CARTESIAN COORDINATES (ANGSTROEM)
C -0.3275 -1.5741 -2.2394
O -0.3433 -0.5185 -3.1934
C -0.5931 -1.1041 -0.8229
C 0.1959 0.1663 -0.3866
C -0.0425 0.4576 1.1170
C 1.1481 0.0405 1.9646
C -0.4133 1.9137 1.3376
H 0.5396 -2.2022 -2.4290
H -1.2120 -2.1759 -2.5096
H -0.1934 0.3545 -2.7899
H -0.3408 -1.8772 -0.1017
H -1.6348 -0.8130 -0.7768
H 1.2377 -0.1004 -0.5335
H -0.0187 1.0329 -1.0059
H -0.8976 -0.1473 1.4259
H 0.8279 -0.2076 2.9813
H 1.9084 0.7970 2.1407
H 1.6509 -0.8684 1.6202
H -0.5315 2.1013 2.4143
H -1.3381 2.1593 0.8316
H 0.3781 2.5656 0.9556

Atoms 1-6, force components in eV/Å:
C -1.3 0.0 -0.6
O 0.1 0.7 -0.1
C 0.8 1.3 -0.1
C 0.1 -1.3 0.3
C 0.1 0.1 -0.7
C 0.1 -0.6 1.0

***

Entry 9:
The following is a DFT calculation (ωB97M-V with the def2-TZVPD basis set) of an isolated molecule of C6H14O.

The LUMO energy comes out at 0.91 eV. The calculation puts the HOMO energy at -9.61 eV. The total energy comes out at -8495.9421 eV. As for the total charge: 0. The value obtained for the energy above the lowest of the compared OMol25 structures with the same formula, charge and spin is 0.950 eV. The HOMO-LUMO gap comes out at 10.52 eV. The value obtained for the maximum force is 0.384 eV Å⁻¹. The structure (SMILES) is COCC(C)(C)C.

CARTESIAN COORDINATES (ANGSTROEM)
C -1.5120 1.4378 -1.6160
O -0.1851 1.4462 -1.1311
C 0.5814 0.2602 -0.9815
C 0.4271 -0.3746 0.4130
C 1.2845 -1.6394 0.5046
C 0.8836 0.6533 1.4562
C -1.0441 -0.7328 0.6373
H -2.2504 0.9072 -0.9994
H -1.5955 1.0329 -2.6334
H -1.8153 2.4872 -1.6071
H 1.6273 0.5827 -1.0936
H 0.3828 -0.4771 -1.7780
H 0.9510 -2.3961 -0.2167
H 1.2057 -2.0801 1.5059
H 2.3441 -1.4298 0.3139
H 0.4046 1.6203 1.2729
H 1.9703 0.8003 1.4128
H 0.6288 0.3270 2.4713
H -1.6709 0.0684 0.2704
H -1.2895 -0.8452 1.6953
H -1.3284 -1.6481 0.1032

Atoms 1-6, force components in eV/Å:
C -0.2 0.1 -0.2
O 0.0 0.1 0.1
C 0.0 -0.1 0.0
C 0.0 0.0 0.0
C 0.1 0.0 0.0
C 0.0 0.0 0.0

***

Entry 10:
The following is a DFT calculation (ωB97M-V with the def2-TZVPD basis set) of a 2-piece molecular cluster, C6H14O overall.

The LUMO energy comes out at 0.95 eV. The calculation puts the HOMO energy at -9.40 eV. The total energy comes out at -8495.3150 eV. As for the total charge: 0. The value obtained for the energy above the lowest of the compared OMol25 structures with the same formula, charge and spin is 1.577 eV. The HOMO-LUMO gap comes out at 10.35 eV. The value obtained for the maximum force is 0.476 eV Å⁻¹. The structure (SMILES) is C=CCCCO.C.

CARTESIAN COORDINATES (ANGSTROEM)
C -2.9113 -0.6358 1.3398
C -1.9660 0.6200 -1.1458
C -0.7308 0.9597 -0.7944
C 0.4620 0.0466 -0.9108
C 1.5362 0.2741 0.1553
C 2.7727 -0.5731 -0.0996
O 3.7388 -0.2522 0.8825
H -3.7272 -0.8129 0.6301
H -3.2673 -0.0149 2.1630
H -2.5215 -1.5900 1.6955
H -2.2020 -0.3880 -1.4857
H -2.8185 1.2775 -0.9928
H -0.5525 1.9503 -0.3740
H -2.1091 -0.1059 0.8364
H 0.9106 0.2067 -1.9012
H 0.1309 -1.0020 -0.8867
H 1.8413 1.3283 0.1623
H 1.1496 0.0474 1.1573
H 2.5062 -1.6427 -0.0618
H 3.1540 -0.3688 -1.1146
H 4.5236 -0.7875 0.7167

Atoms 1-6, force components in eV/Å:
C 0.0 -0.1 0.1
C 0.2 0.1 -0.1
C -0.1 0.0 -0.2
C 0.1 0.0 -0.1
C 0.0 0.1 0.0
C -0.4 -0.1 -0.3